Molecular formula: C18H74N2O21
Method: DFT, ωB97M-V/def2-TZVPD

```
115
Properties=species:S:1:pos:R:3:lowdin_charge:R:1
O -0.78 -2.93 3.70 -0.06
O -2.47 -1.07 2.02 -0.06
O -2.70 3.10 3.10 -0.06
O -2.85 1.57 0.35 -0.28
O 2.23 3.63 -2.15 -0.04
O -6.19 2.23 -0.97 -0.07
O 0.82 6.41 1.72 -0.05
O -5.72 1.98 1.80 -0.04
O -0.12 6.05 -2.29 -0.04
O 2.32 2.91 2.89 -0.04
O 1.96 -0.50 4.28 -0.04
O 0.48 -0.85 -6.04 -0.04
O -2.39 -1.60 -6.13 -0.06
O -2.85 5.65 -2.70 -0.05
O -2.08 -3.38 -1.41 -0.06
O -3.71 4.33 -0.11 -0.06
O 3.24 -6.47 1.88 -0.06
O -0.96 3.50 -5.32 -0.04
O -0.13 4.26 3.53 -0.05
O -3.86 -3.14 -3.71 -0.04
O -2.42 0.86 4.82 -0.03
N -1.61 1.07 -0.26 -0.13
N 3.27 -5.05 1.42 -0.03
C 0.89 0.55 -1.73 -0.20
C 2.88 -2.70 1.96 -0.12
C -0.23 3.20 0.32 0.01
C -2.92 -0.21 -2.03 -0.02
C 3.54 -4.85 -0.03 -0.46
C 3.48 -4.10 2.49 -0.47
C -0.15 1.10 1.76 -0.08
C -0.40 -0.02 -2.14 -0.15
C 2.36 -5.28 -0.89 -0.03
C 3.04 -2.40 0.49 -0.21
C 4.81 -5.62 -0.56 -0.03
C 2.79 -4.47 3.86 -0.01
C -0.35 1.61 0.35 -0.40
C 3.89 -3.33 -0.29 -0.14
C -1.89 2.03 -2.55 -0.04
C 0.93 0.87 -0.23 -0.12
C 4.96 -3.91 2.77 -0.02
C -1.71 0.78 -1.73 -0.44
H -2.04 -2.09 -5.38 0.01
H -0.24 3.92 -4.85 0.03
H -1.55 0.53 5.07 0.06
H -4.67 -3.38 -3.25 0.05
H -3.95 -2.20 -3.87 0.02
H -0.82 5.70 -2.84 -0.01
H 2.06 -2.38 0.00 0.11
H 3.29 -1.35 0.43 0.11
H -1.03 1.37 2.34 0.06
H -0.27 0.02 1.86 0.07
H -2.80 2.27 3.58 -0.01
H -2.92 -0.68 -3.01 0.06
H -5.80 1.74 2.72 0.04
H 5.67 -5.09 -0.15 0.06
H -1.28 -2.37 3.10 -0.02
H 5.54 -4.08 1.87 0.07
H 5.16 -2.98 3.30 0.09
H 0.80 -1.74 -5.93 0.05
H 1.99 -1.25 3.69 -0.02
H 0.56 3.67 0.91 0.05
H -0.44 -3.64 3.15 0.02
H -2.30 1.99 -3.56 0.08
H 4.94 -3.11 -0.07 0.11
H 1.51 6.46 1.06 0.02
H -0.49 -0.25 -3.20 0.10
H 1.20 1.44 -2.28 0.08
H 1.68 -0.14 -2.04 0.10
H -0.19 3.59 -0.70 0.05
H 0.22 5.29 -1.82 -0.01
H -2.32 4.87 -2.54 -0.01
H -3.35 3.44 -0.14 -0.04
H 4.95 -6.69 -0.42 0.08
H 2.57 4.30 -1.56 0.04
H 1.83 0.25 3.70 0.00
H 0.61 3.73 3.25 -0.03
H -0.90 3.78 3.21 -0.01
H 1.96 -6.23 -0.56 0.09
H -2.91 -0.23 2.14 0.01
H 3.72 -3.24 -1.36 0.12
H 2.46 2.80 -1.74 0.01
H 0.90 -0.35 -5.34 0.03
H -3.73 5.40 -2.42 0.04
H -3.03 -3.27 -1.43 0.01
H -6.29 2.54 -0.06 0.00
H 3.45 -1.88 2.39 0.10
H -2.17 -1.05 1.11 0.02
H 1.46 -4.67 -0.82 0.08
H -5.27 1.96 -1.02 -0.01
H -2.58 2.76 -2.11 0.07
H -4.99 1.45 1.48 0.01
H -1.15 3.59 0.77 0.06
H 1.87 1.38 0.00 0.10
H 1.75 -4.63 3.56 0.07
H 3.14 -5.37 4.36 0.08
H 0.80 1.34 2.25 0.05
H -1.74 -2.63 -1.91 -0.02
H 5.28 -4.64 3.51 0.08
H 3.11 2.80 2.35 0.06
H 2.60 -5.23 -1.96 0.08
H -0.57 -1.04 -1.77 0.10
H 0.74 5.48 1.92 -0.03
H -3.02 0.17 5.11 0.05
H -2.91 -1.02 -1.30 0.05
H 1.87 -2.44 2.26 0.10
H 4.86 -5.45 -1.64 0.08
H 2.65 2.95 3.79 0.06
H -2.72 2.84 2.18 -0.01
H -3.91 0.24 -1.90 0.07
H -1.61 -1.25 -6.57 0.00
H -0.59 2.68 -5.65 0.03
H 1.14 -0.08 0.27 0.08
H -0.88 2.38 -2.78 0.06
H 2.84 -3.61 4.53 0.09
H -3.15 4.80 0.51 0.03
```

## Properties
Total energy: -2419.6158 hartree
Energy above the lowest of the compared OMol25 structures with the same formula, charge and spin: 1.9440 eV
Multiplicity: 2
⟨S²⟩: 0.7558
Charge: -1
HOMO-LUMO gap (spin up / spin down): 5.54 / 5.26 eV